[1]
The following is a quantum chemistry calculation of a 2-piece molecular cluster, C15H16Cl5N3O4P overall, from the OMol25 dataset.

* calculated total energy: -100350.2951 eV
* F_max: 0.2362 hartree/bohr
* spin multiplicity: 1
* net charge: +1
* Kohn-Sham gap: 5.246 eV

Structure (XYZ):
```
44
Properties=species:S:1:pos:R:3:forces:R:3
C 5.53649 1.01634 2.74369 0.296 -1.096 -1.603
C 4.50489 0.50553 1.53359 0.168 -0.109 0.377
C 4.15171 -1.12756 1.57312 -0.222 1.188 -0.716
N 4.03635 1.37720 0.58174 0.410 -0.361 4.708
N 2.65379 1.32151 0.45372 -6.358 -2.603 -2.954
C 2.10864 0.42195 -0.66395 -3.308 0.823 0.887
C 0.51497 0.18536 -0.98731 1.633 2.773 2.944
C 0.12153 -0.82401 -2.21842 1.043 0.016 0.324
C -0.87407 -0.18354 -3.35257 1.068 4.565 -4.808
O -0.52307 0.73173 -4.26907 -2.108 -6.538 6.786
Cl -2.64765 -0.83257 -3.39595 2.781 1.006 0.395
C -0.58425 0.99739 -0.04374 3.166 -0.122 0.358
C -2.21092 0.78744 -0.37092 -2.350 4.490 -2.151
O -2.83559 1.86398 -0.86817 3.977 -7.259 3.423
O -2.80572 -0.53853 -0.14252 1.818 5.164 0.379
P -3.98245 -0.52898 1.14106 -2.133 -2.780 0.360
C -3.19180 -0.55516 2.87919 -0.140 1.092 1.569
C -5.29648 0.84197 0.93938 0.893 2.073 -0.486
C 0.00137 1.98986 1.12917 2.224 -2.651 -3.324
O -0.97376 2.75058 1.95248 4.394 2.614 -1.205
C -0.42483 4.11251 2.19419 2.669 6.097 3.038
N 0.05783 5.26826 2.58739 -4.440 -10.672 -3.727
C 1.64183 2.06703 1.29588 -1.383 -0.663 -0.795
H 5.46219 2.17183 2.94039 0.151 -2.480 -0.577
H 5.26839 0.35715 3.68556 0.376 1.446 -1.960
H 6.62731 0.67444 2.40960 -2.196 0.961 0.846
H 4.27141 -1.48566 0.44476 -0.231 0.672 2.523
H 4.91934 -1.69857 2.26544 -1.795 1.358 -1.402
H 3.03011 -1.27714 1.88571 2.251 0.110 -0.436
H 2.88454 -0.15890 -1.32205 -1.439 1.514 1.572
H 1.13938 -1.09103 -2.78032 -2.283 0.741 1.126
H -0.26136 -1.82211 -1.73860 0.282 2.068 -1.101
H -3.35972 0.48730 3.42945 0.813 -2.133 -1.030
H -2.07866 -0.92199 2.91357 -2.143 0.891 -0.221
H -3.82528 -1.33689 3.52160 1.288 1.598 -1.738
H -6.29337 0.62630 1.51477 2.175 0.005 -1.030
H -4.84578 1.86736 1.29995 -1.171 -1.737 -0.709
H -5.50556 0.95025 -0.21910 0.397 -0.371 2.432
H 2.05511 2.77163 2.13781 -0.639 -1.551 -1.954
C -1.69336 -4.35246 -5.41608 -0.208 -0.095 -0.391
Cl -0.94659 -3.96665 -3.84510 -0.040 -0.127 -0.166
Cl -2.85574 -5.68691 -5.20943 0.368 0.407 -0.003
Cl -2.54333 -2.91554 -6.03858 0.267 -0.473 0.076
Cl -0.42784 -4.84074 -6.57129 -0.323 0.152 0.362
```
Positions in Å, forces in eV/Å.

Calculated atomic charges, method Löwdin, unit e: -0.039, -0.190, -0.047, 0.041, -0.137, 0.109, -0.010, -0.131, -0.538, -0.038, 0.570, 0.128, -0.312, 0.022, -0.371, 0.877, -0.325, -0.303, -0.038, -0.040, -0.126, 0.160, 0.146, 0.100, 0.103, 0.114, 0.098, 0.106, 0.094, 0.143, 0.147, 0.121, 0.055, 0.053, 0.067, 0.071, 0.052, 0.073, 0.149, -2.001, 0.489, 0.529, 0.504, 0.524


[2]
The following is a quantum chemistry calculation of C10H15BrSi as an isolated structure, from the OMol25 dataset.

* calculated total energy: -88529.3545 eV
* F_max: 0.1022 hartree/bohr
* spin multiplicity: 1
* net charge: 0
* Kohn-Sham gap: 8.959 eV

Structure (XYZ):
```
27
Properties=species:S:1:pos:R:3:forces:R:3
C -1.65100 2.17542 -1.29559 1.526 -0.284 1.932
C -0.36458 2.77050 -1.59113 -0.614 -2.891 0.586
C -1.69232 0.89736 -0.66519 0.238 0.930 -1.254
C 0.83506 2.04455 -1.29832 -2.507 -1.262 -0.605
C 0.74888 0.69780 -0.82239 -2.546 2.002 0.382
C -0.50333 0.18420 -0.51551 -1.778 -2.609 0.496
C 2.14935 2.51391 -1.74459 0.674 -0.338 -1.493
C 1.88653 -0.06587 -0.43939 3.568 -3.155 -2.223
C -1.49609 -2.01723 3.06065 4.318 -1.127 2.666
C -0.60383 -2.57598 1.93883 1.474 1.201 0.996
Si -0.93542 -2.38528 0.10343 2.600 3.282 -0.096
Br -0.45964 -4.47191 2.26580 0.113 -0.951 -0.311
H -2.59106 2.72039 -1.18035 0.353 0.229 -0.980
H -0.30378 3.60679 -2.24496 0.053 1.009 0.082
H -2.68452 0.47873 -0.43007 0.697 0.175 0.037
H 2.45464 1.91582 -2.72098 0.110 0.952 2.401
H 2.02187 3.51013 -2.07264 -0.044 1.276 -0.620
H 2.83748 2.63140 -0.89487 0.396 -0.812 -0.612
H 1.57621 -1.04174 -0.03297 0.184 0.524 0.123
H 2.59561 -0.41871 -1.38505 -1.572 1.142 2.125
H 2.53788 0.43860 0.25335 0.342 0.177 0.288
H -2.46232 -2.11691 2.75399 -2.933 -0.169 0.049
H -1.19015 -1.02783 3.38566 -0.381 0.561 -0.769
H -1.15511 -2.59207 4.08304 -1.527 0.928 -2.526
H 0.42664 -2.17945 2.10703 -0.619 -0.427 -0.165
H 0.33884 -2.92963 -0.59857 -1.491 -0.040 0.285
H -2.31583 -2.76297 -0.01920 -0.634 -0.323 -0.793
```
Positions in Å, forces in eV/Å.

Calculated atomic charges, method Löwdin, unit e: -0.079, -0.025, -0.155, -0.252, -0.331, -0.083, -0.077, -0.105, -0.210, -1.000, 0.749, 0.625, 0.090, 0.086, 0.086, 0.142, 0.047, 0.091, 0.023, 0.148, 0.077, 0.020, 0.064, 0.111, 0.049, -0.026, -0.064


[3]
The following is a quantum chemistry calculation of C5H15N2OP in the gas phase, from the OMol25 dataset.

* calculated total energy: -19743.6271 eV
* F_max: 0.0787 hartree/bohr
* spin multiplicity: 1
* structure (SMILES): CCN(CC)P(O)NC
* net charge: 0
* Kohn-Sham gap: 8.969 eV

Structure (XYZ):
```
24
Properties=species:S:1:pos:R:3:forces:R:3
C -2.46034 -0.62769 -0.45913 2.131 -1.496 -1.003
C -1.09395 -0.38688 -1.07901 1.629 1.622 -0.643
N 0.00228 -0.40806 -0.08829 0.589 -2.618 -0.247
C 0.47648 -1.86276 -0.04512 0.527 1.515 -1.714
C 1.59184 -2.19605 0.88993 -0.850 -0.821 -0.491
P 1.15555 0.84671 0.17086 -0.283 0.209 -0.902
O 1.37463 0.54336 1.78731 0.296 1.835 -0.368
N 0.00405 2.09970 -0.07480 0.666 -1.066 0.403
C 0.51097 3.47068 -0.30653 1.644 -3.130 -1.967
H -2.57764 0.06425 0.32960 -0.871 0.354 0.894
H -3.08267 -0.59028 -1.29125 -1.921 1.004 -1.158
H -2.55363 -1.70267 -0.25814 0.146 0.312 1.047
H -0.94959 -1.07904 -1.96168 0.228 0.451 0.990
H -0.89954 0.64696 -1.46123 -1.365 -0.747 -0.247
H 0.81069 -2.20162 -1.09305 -0.638 0.596 1.220
H -0.46071 -2.28995 0.18767 -0.602 -1.480 0.303
H 1.33429 -2.33242 1.88827 -0.771 0.819 2.185
H 1.99696 -3.15895 0.78263 0.254 -1.717 -1.196
H 2.42791 -1.60443 0.75469 1.584 1.636 -0.006
H 1.15308 -0.33349 2.04500 -0.583 -1.022 0.361
H -0.81612 1.82831 0.43663 -0.679 0.994 0.240
H 0.94744 3.39385 -1.38322 -0.405 0.760 2.034
H -0.12356 4.27768 -0.22720 -2.101 1.262 -0.018
H 1.23158 3.60280 0.45606 1.375 0.727 0.284
```
Positions in Å, forces in eV/Å.

Calculated atomic charges, method Löwdin, unit e: -0.078, -0.321, -0.325, -0.246, -0.122, 0.815, -0.296, -0.297, -0.155, 0.061, 0.048, 0.076, 0.121, 0.093, 0.134, 0.083, 0.061, 0.068, 0.047, -0.012, 0.063, 0.106, 0.037, 0.038


[4]
The following is a quantum chemistry calculation of a 5-piece molecular cluster, C2H14O5 overall, from the OMol25 dataset.

* calculated total energy: -12538.1952 eV
* F_max: 0.0250 hartree/bohr
* spin multiplicity: 1
* structure (SMILES): CCO.O.O.O.O
* net charge: 0
* Kohn-Sham gap: 11.149 eV

Structure (XYZ):
```
21
Properties=species:S:1:pos:R:3:forces:R:3
C 2.52419 0.74733 0.13096 -0.937 -0.515 0.657
C 1.39849 0.11110 0.97062 0.908 -0.569 -0.152
O 0.23280 -0.13405 0.18962 0.236 0.827 0.151
H 2.27517 1.76182 -0.17494 0.041 0.012 -0.152
H 3.44902 0.75137 0.70305 0.125 0.053 -0.086
H 2.59350 0.06487 -0.71501 0.382 0.354 -0.271
H 1.17744 0.61942 1.91524 -0.114 0.400 -0.198
H 1.78068 -0.87306 1.26584 -0.207 -0.036 -0.026
H -0.01388 0.73449 -0.17718 -0.402 -0.497 0.049
O -1.06093 -1.76545 2.40612 0.919 0.450 0.252
H -0.47729 -1.09215 2.01087 -0.711 -0.121 -0.487
H -0.43594 -2.14732 3.03601 -0.410 -0.310 0.149
O -1.74468 1.15208 -1.91296 -0.663 0.969 0.524
H -2.57807 1.03730 -1.41871 0.672 -0.027 -0.175
H -1.50216 0.28500 -2.19494 0.132 -0.980 -0.221
O -2.89794 0.70199 1.19163 0.324 -0.298 0.420
H -2.85699 0.26783 2.06725 -0.090 0.222 -0.736
H -3.75249 1.12777 1.12870 -0.249 0.054 0.251
O 0.88461 -1.33729 -3.69959 0.208 0.711 -0.406
H 0.72130 -0.38509 -3.69348 0.283 -0.041 -0.249
H 0.28316 -1.62796 -3.02908 -0.449 -0.659 0.704
```
Positions in Å, forces in eV/Å.

Calculated atomic charges, method Löwdin, unit e: -0.073, -0.333, -0.102, 0.073, 0.072, 0.076, 0.112, 0.111, 0.076, -0.061, -0.004, 0.038, -0.046, 0.044, 0.008, -0.062, 0.044, 0.028, -0.046, 0.034, 0.012


The HOMO results, record by record, are as follows: -0.3918 -0.3152 -0.2911 -0.3905 Eh.